[1]
DFT (ωB97M-V with the def2-TZVPD basis set) results for a 7-piece molecular cluster, C45H93N3O24P6Si overall.

Geometry as ORCA input:
```
! wB97M-V def2-TZVPD RIJCOSX def2/J DEFGRID3
* xyz 0 1
C -3.7910 4.5164 -2.0412
C -5.4368 4.2174 -2.0430
C -6.3173 5.4067 -1.3417
N -6.1032 5.5880 0.1419
C -5.5924 4.3441 0.8310
C -6.5383 2.9852 0.9972
C -5.9068 1.6524 1.7143
C -4.3526 1.7287 2.2319
C -3.6927 0.3587 2.9283
C -3.1184 -0.5384 1.6475
C -2.0386 -1.6929 2.0837
C -0.4795 -1.3640 1.5751
C 0.5552 -2.0455 2.6557
C 2.0809 -2.2742 2.0999
C 2.5584 -1.2123 0.9362
C 2.1956 -1.7469 -0.5830
Si 3.6848 -2.5037 -1.5405
C 3.5695 -4.4617 -1.4517
C 5.4218 -1.9818 -0.8925
C 3.4901 -1.9252 -3.4005
C 4.7280 -1.8288 -4.4791
C 4.4087 -1.3028 -6.0245
C 2.9118 -0.8626 -6.5656
C 1.6567 -0.9599 -5.4705
C 1.9683 -1.4776 -3.9264
C -3.3791 3.0806 2.1215
N -1.9937 2.9510 2.6883
C -1.2981 4.2752 2.5349
C -1.8927 5.6190 1.8351
N -3.2707 5.6770 1.2399
C -4.0279 4.3908 1.4108
H -3.5489 5.6238 -1.7519
H -3.3700 4.1878 -3.0940
H -3.3477 3.7335 -1.2603
H -5.6958 3.1259 -1.6732
H -5.7300 4.2272 -3.2006
H -5.9644 6.4260 -1.8538
H -7.4832 5.3423 -1.5904
H -7.0219 5.8556 0.6040
H -7.6584 2.9544 0.6128
H -6.4947 0.6264 1.8808
H -2.7972 0.6208 3.6426
H -4.5736 -0.2025 3.4708
H -2.6611 0.2432 0.8811
H -4.0816 -0.9810 1.1026
H -2.0877 -1.8327 3.2569
H -2.3205 -2.7163 1.5388
H -0.3948 -1.8051 0.4874
H -0.3302 -0.2071 1.4884
H 0.1301 -3.1202 2.9289
H 0.4862 -1.4164 3.6546
H 2.2641 -3.4020 1.7541
H 2.8166 -2.1175 3.0249
H 3.7030 -1.0022 1.1105
H 2.0160 -0.1622 1.0612
H 1.4062 -2.6277 -0.4298
H 1.7090 -0.8600 -1.2068
H 4.1252 -4.9746 -2.3567
H 4.0590 -4.7919 -0.4160
H 2.4506 -4.8097 -1.4165
H 6.0769 -1.7161 -1.8519
H 5.9694 -2.9169 -0.4027
H 5.4335 -1.0251 -0.2165
H 5.8286 -2.1193 -4.1201
H 5.3408 -1.2689 -6.7480
H 2.6735 -0.5132 -7.6656
H 0.5492 -0.6614 -5.7496
H 1.0444 -1.5392 -3.1887
H -0.1779 4.3365 2.9437
H -1.2342 6.6057 1.7740
C 12.6494 -0.6664 -3.9281
O 11.9246 -1.2684 -2.8718
P 10.2164 -1.0306 -3.0068
O 10.0689 -1.3414 -1.5122
O 10.0746 -2.4347 -3.8610
C 10.7824 -3.5868 -3.4244
O 8.5082 -0.7927 -3.1419
C 8.0066 0.3375 -2.4521
H 13.7129 -0.8724 -3.7874
H 12.3294 -1.0788 -4.8886
H 12.4888 0.4153 -3.9164
H 11.0055 -3.5619 -2.3541
H 11.7131 -3.6648 -3.9881
H 10.1807 -4.4737 -3.6307
H 8.6349 1.2106 -2.6464
H 7.9626 0.1370 -1.3785
H 6.9943 0.5411 -2.8098
C -14.4278 5.6966 1.8275
O -13.2073 5.6945 1.1105
P -12.0356 4.6120 1.7797
O -10.9276 5.3829 1.0514
O -12.5757 3.3997 0.7999
C -12.8514 3.6818 -0.5651
O -10.8640 3.5294 2.4492
C -9.9763 4.1146 3.3842
H -15.1215 6.3850 1.3394
H -14.8638 4.6942 1.8333
H -14.2524 6.0314 2.8536
H -12.2876 4.5415 -0.9383
H -13.9198 3.8709 -0.6784
H -12.5910 2.8104 -1.1684
H -10.5286 4.7327 4.0966
H -9.2247 4.7168 2.8671
H -9.4674 3.3144 3.9272
C -4.0940 -1.7626 -9.6688
O -4.6424 -0.7977 -8.7903
P -3.5245 -0.2817 -7.5751
O -4.6997 0.2179 -6.7257
O -3.0101 0.9457 -8.5500
C -3.9695 1.7142 -9.2625
O -2.4064 0.2342 -6.3599
C -2.4739 -0.4858 -5.1426
H -4.8460 -2.0260 -10.4161
H -3.2145 -1.3558 -10.1748
H -3.8176 -2.6588 -9.1065
H -4.9525 1.7076 -8.7831
H -4.0566 1.3197 -10.2759
H -3.6230 2.7473 -9.3248
H -2.5157 -1.5602 -5.3387
H -3.3490 -0.1741 -4.5665
H -1.5767 -0.2653 -4.5590
C -13.8369 0.6777 7.7950
O -14.2377 0.8833 6.4531
P -14.7146 2.5157 6.1359
O -15.4783 2.0369 4.8950
O -13.1701 2.8965 5.6988
C -12.4442 2.0023 4.8668
O -15.1915 4.1481 5.8189
C -16.5763 4.4043 5.9649
H -13.5337 -0.3648 7.9161
H -12.9919 1.3264 8.0402
H -14.6739 0.8883 8.4666
H -13.0977 1.3741 4.2549
H -11.8138 1.3694 5.4930
H -11.7989 2.5790 4.2019
H -16.9488 3.9615 6.8922
H -17.1275 4.0052 5.1094
H -16.7270 5.4861 6.0017
C 8.0017 -4.1960 6.0944
O 7.0746 -4.1278 5.0270
P 7.7337 -4.6829 3.5269
O 6.6323 -3.9229 2.7776
O 7.2054 -6.2130 3.8452
C 5.8975 -6.4005 4.3679
O 8.3930 -5.2380 2.0269
C 8.9597 -4.2271 1.2136
H 7.5130 -3.8493 7.0078
H 8.3372 -5.2265 6.2378
H 8.8595 -3.5525 5.8800
H 5.2219 -5.5790 4.1135
H 5.9606 -6.4967 5.4527
H 5.4823 -7.3259 3.9648
H 9.5987 -3.5723 1.8116
H 8.1715 -3.6442 0.7299
H 9.5651 -4.7039 0.4387
C 16.3916 -0.6108 0.1239
O 15.6438 -1.7339 -0.3039
P 15.3337 -2.8611 0.9712
O 15.0616 -3.9489 -0.0752
O 13.9170 -2.0931 1.3242
C 13.0626 -1.6911 0.2624
O 15.0236 -3.9883 2.2465
C 15.9731 -5.0320 2.3643
H 16.5322 0.0625 -0.7248
H 15.8565 -0.0805 0.9159
H 17.3695 -0.9361 0.4897
H 13.2048 -2.2910 -0.6409
H 13.2512 -0.6410 0.0349
H 12.0243 -1.7917 0.5834
H 16.9880 -4.6302 2.3081
H 15.8184 -5.7751 1.5778
H 15.8361 -5.5178 3.3336
*
```

## Properties
SMILES string: CCCNc1ccc(CCCCCCCC[Si](C)(C)c2ccccc2)c2nccnc12.COP(=O)(OC)OC.COP(=O)(OC)OC.COP(=O)(OC)OC.COP(=O)(OC)OC.COP(=O)(OC)OC.COP(=O)(OC)OC
Kohn-Sham gap (Ha): 0.1750
E_tot (hartree): -6076.6681
Lowest unoccupied orbital energy (eV): -2.910

=====

[2]
DFT (ωB97M-V with the def2-TZVPD basis set) results for a 5-piece molecular cluster, C45H94FIN5O11 overall.

Geometry as ORCA input:
```
! wB97M-V def2-TZVPD RIJCOSX def2/J DEFGRID3
* xyz 1 1
C -0.8159 -1.3895 5.5401
C -0.7815 -1.8160 4.1572
C -0.9745 -3.3722 3.8573
C -2.1722 -4.1592 4.5913
C -3.5085 -3.3023 4.8135
C -4.5984 -3.4281 3.6423
C -6.0757 -3.1278 4.2581
C -7.2107 -2.9808 3.1380
C -7.6702 -4.3560 2.4510
C -8.6664 -5.2486 3.3662
C -7.8860 -6.1634 4.4473
C 0.5499 -3.9545 4.0217
C 1.6920 -3.5680 5.0749
C 3.2006 -3.9234 4.5885
C 3.8288 -2.8595 3.5729
I 3.3775 -3.2137 1.4791
N 0.8301 -4.8820 3.1179
C -0.2605 -5.1580 2.1378
C -0.9299 -6.6157 2.0724
C -1.0667 -6.9703 0.4941
O -0.3584 -7.8301 -0.0600
O -2.0022 -6.2417 -0.3397
C -3.2893 -6.7943 -0.0062
C -4.2796 -5.8144 0.8204
O -3.6110 -7.9585 -0.2917
C -1.1664 -3.8518 2.3074
F -0.7015 -2.7226 1.5016
H -1.5368 -0.5970 5.9268
H -0.1238 -1.9266 6.2694
H -0.6576 -1.0269 3.3475
H -2.4399 -5.0610 3.9184
H -1.7704 -4.6260 5.5643
H -3.3445 -2.1923 5.0051
H -4.0133 -3.7217 5.7665
H -4.6474 -4.4929 3.2394
H -4.4394 -2.6253 2.8408
H -6.4051 -3.9361 4.9969
H -6.0814 -2.1387 4.8595
H -6.9342 -2.2571 2.2843
H -8.1567 -2.5194 3.6192
H -6.7972 -4.9787 2.0290
H -8.2988 -4.0608 1.5272
H -9.1598 -5.9914 2.6278
H -9.5283 -4.6423 3.8089
H -7.8336 -5.5649 5.4161
H -8.4685 -7.1432 4.6290
H -6.8693 -6.4583 4.0174
H 1.6866 -2.4222 5.2260
H 1.4872 -4.0111 6.1150
H 3.8449 -3.8670 5.5480
H 3.3036 -5.0183 4.2363
H 4.9781 -2.9004 3.6769
H 3.5522 -1.7749 3.8544
H 1.6717 -5.4483 2.9487
H 0.2864 -5.0513 1.1276
H -0.1952 -7.4104 2.4761
H -1.9185 -6.7156 2.6328
H -3.9624 -4.7173 0.6710
H -5.3611 -5.9534 0.4859
H -4.1700 -6.1522 1.9177
H -2.2529 -3.9352 1.9520
C -0.4985 4.1159 -2.5756
O -1.0757 2.8662 -2.9288
C -0.1289 1.8012 -3.0135
C -0.2860 0.8314 -1.8389
N 0.1607 1.4382 -0.5881
C -0.2311 0.6938 0.6122
C -1.7271 0.4767 0.8745
O -2.4513 1.6561 1.1976
C -2.8378 2.4446 0.0812
H -1.2399 4.8953 -2.7639
H -0.2423 4.1448 -1.5132
H 0.3879 4.3312 -3.1788
H 0.8990 2.1681 -3.1018
H -0.3611 1.2571 -3.9348
H 0.3051 -0.0692 -2.0340
H -1.3407 0.5446 -1.7924
H -0.2237 2.3737 -0.5124
H 0.1759 1.2485 1.4654
H 0.2707 -0.2780 0.6001
H -1.8044 -0.1684 1.7549
H -2.2214 -0.0711 0.0630
H -3.0732 1.8381 -0.7972
H -2.0572 3.1710 -0.1505
H -3.7294 3.0093 0.3576
C 6.5688 -1.4043 -1.4787
O 6.9036 -2.6443 -0.8733
C 5.9181 -3.6602 -1.0612
C 6.4062 -4.7265 -2.0465
N 6.4594 -4.2063 -3.4096
C 7.1912 -5.0620 -4.3516
C 8.6721 -5.3577 -4.0592
O 9.5348 -4.2343 -4.1843
C 9.5595 -3.3721 -3.0581
H 7.2496 -0.6448 -1.0897
H 6.6977 -1.4481 -2.5627
H 5.5443 -1.1053 -1.2374
H 4.9485 -3.2459 -1.3594
H 5.7825 -4.1379 -0.0862
H 5.7258 -5.5835 -2.0147
H 7.3907 -5.0584 -1.7046
H 6.9074 -3.2969 -3.4040
H 7.1409 -4.5637 -5.3253
H 6.6509 -6.0086 -4.4546
H 9.0086 -6.0745 -4.8133
H 8.8202 -5.8549 -3.0929
H 9.4391 -3.9124 -2.1154
H 8.7931 -2.6018 -3.1612
H 10.5247 -2.8638 -3.0416
C 1.1731 8.5103 2.3409
O 2.4179 7.9453 2.7225
C 2.3642 7.2084 3.9448
C 2.4743 5.7030 3.6854
N 1.2655 5.1825 3.0517
C 1.4088 3.8283 2.5064
C 2.4715 3.5951 1.4187
O 2.1897 4.2246 0.1740
C 2.5299 5.6017 0.1138
H 1.3611 9.2325 1.5442
H 0.4970 7.7458 1.9496
H 0.6991 9.0340 3.1762
H 1.4765 7.4541 4.5369
H 3.2392 7.5161 4.5262
H 2.6334 5.1852 4.6367
H 3.3563 5.5450 3.0583
H 0.9948 5.7963 2.2915
H 0.4355 3.5628 2.0787
H 1.5875 3.1355 3.3358
H 2.4853 2.5207 1.2115
H 3.4846 3.8427 1.7583
H 3.4219 5.8381 0.6994
H 1.6836 6.2095 0.4389
H 2.7257 5.8570 -0.9288
C -2.0320 9.7424 -7.6283
O -2.9393 8.9295 -6.9002
C -3.6412 7.9842 -7.7097
C -3.1393 6.5600 -7.4540
N -1.7946 6.3655 -7.9901
C -1.1360 5.1382 -7.5289
C -0.9118 4.9626 -6.0174
O 0.0390 5.8585 -5.4529
C -0.4631 7.1520 -5.1555
H -1.7284 10.5694 -6.9834
H -1.1345 9.1825 -7.9027
H -2.4997 10.1586 -8.5253
H -3.6038 8.2426 -8.7731
H -4.6896 8.0340 -7.3988
H -3.8220 5.8480 -7.9283
H -3.1687 6.3943 -6.3732
H -1.2108 7.1502 -7.7234
H -0.1538 5.1137 -8.0126
H -1.6956 4.2779 -7.9099
H -0.4981 3.9607 -5.8706
H -1.8485 4.9807 -5.4471
H -1.5076 7.1311 -4.8334
H -0.3398 7.8075 -6.0191
H 0.1377 7.5712 -4.3466
*
```

## Properties
Kohn-Sham gap (Ha): 0.2025
E_tot (hartree): -3269.2640
Lowest unoccupied orbital energy (eV): -4.156

=====

[3]
DFT (ωB97M-V with the def2-TZVPD basis set) results for a 6-piece molecular cluster, C45H95FN5O8S overall.

Geometry as ORCA input:
```
! wB97M-V def2-TZVPD RIJCOSX def2/J DEFGRID3
* xyz 1 1
C -1.3111 -2.5026 5.4803
C -0.4227 -1.9396 4.8479
C 0.5269 -1.1241 3.9159
C 0.4508 -1.5917 2.3660
C 1.7894 -2.3433 1.9714
C 2.2837 -2.1709 0.4768
C 2.1872 -0.6605 -0.0583
S 2.7439 0.6118 1.1672
C 4.4733 1.1304 0.7677
C 4.6944 2.7116 0.8147
C 3.8673 -2.5070 0.5254
C 4.2664 -3.6774 -0.5063
O 3.8755 -4.9468 0.0083
C 3.5698 -5.9249 -0.9996
C 3.6843 -7.3763 -0.3079
C 4.7865 -8.2295 -1.0724
O 3.9819 -7.3119 1.0977
C 5.8959 -3.6895 -0.4333
C 6.5793 -4.5759 -1.5503
F 6.1734 -4.3586 0.8190
N 3.7445 -3.3506 -1.8668
C 4.4792 -2.1411 -2.2473
C 4.8819 -1.0674 -2.6829
C 2.3030 -3.0279 -1.8173
N 1.6583 -2.7369 -2.9349
N 2.2474 -2.7612 -4.2027
C 1.3171 -2.3146 -5.2708
C 2.2167 -1.3910 -6.2798
C 3.7015 -1.9379 -6.4368
N 1.7023 -3.0652 -0.5400
C 0.2636 -3.3322 -0.4828
C -0.1514 -4.5813 0.4691
O 1.0426 -5.3654 0.7397
C -1.1956 -5.5830 -0.2625
N -0.7099 -6.9964 -0.0617
H -2.1754 -2.9507 6.0351
H 1.5691 -1.2074 4.3462
H 0.2101 -0.0427 3.9757
H 0.2181 -0.6561 1.7806
H -0.4758 -2.2585 2.3196
H 1.7023 -3.4327 2.3008
H 2.6135 -1.9119 2.6319
H 1.0834 -0.4901 -0.3116
H 2.7635 -0.4719 -1.0115
H 5.1447 0.6836 1.5737
H 4.8195 0.6702 -0.2135
H 4.6377 3.1659 -0.2168
H 5.7533 2.8766 1.2035
H 3.9841 3.1728 1.5632
H 4.1181 -2.9520 1.5479
H 4.5118 -1.5878 0.4285
H 2.4585 -5.7972 -1.2560
H 4.2035 -5.8911 -1.9302
H 2.7057 -7.9613 -0.4019
H 4.5352 -8.2208 -2.1798
H 5.8124 -7.7491 -0.9760
H 4.8340 -9.3135 -0.7538
H 3.4622 -8.0063 1.5561
H 6.3322 -2.6559 -0.3088
H 7.6146 -4.2243 -1.8498
H 6.5657 -5.6477 -1.1962
H 5.9638 -4.5597 -2.5151
H 5.1515 -0.2388 -3.3980
H 0.6602 -2.4724 -2.9308
H 2.6396 -3.6982 -4.3954
H 0.4719 -1.6517 -4.9249
H 0.9741 -3.1882 -5.9203
H 1.7407 -1.3145 -7.3139
H 2.3092 -0.3441 -5.8290
H 3.7499 -3.0645 -6.5833
H 4.1635 -1.4619 -7.3505
H 4.3567 -1.6840 -5.5492
H -0.2676 -2.3689 -0.1620
H -0.2320 -3.5988 -1.4786
H -0.6583 -4.2372 1.4237
H 1.0059 -5.4994 1.7102
H -2.2380 -5.5444 0.1871
H -1.2564 -5.4476 -1.3828
H -1.1107 -7.3909 0.7914
H -0.9223 -7.5591 -0.8890
C 1.3850 3.7298 7.0305
C 0.2903 2.8820 6.4058
O 0.5785 1.4910 6.4144
C 0.7348 0.8857 7.6900
C -0.5162 0.9569 8.5483
H 2.3570 3.4890 6.5933
H 1.1798 4.7912 6.8765
H 1.4591 3.5570 8.1066
H 0.1833 3.1654 5.3559
H -0.6768 3.0740 6.8811
H 1.5972 1.3121 8.2128
H 0.9722 -0.1644 7.5028
H -0.7353 1.9836 8.8505
H -0.3903 0.3618 9.4550
H -1.3838 0.5856 7.9975
C -0.1854 1.9790 -4.6168
C -1.1717 1.4618 -5.6509
O -1.9722 2.4792 -6.2222
C -1.2831 3.4923 -6.9445
C -0.5278 2.9634 -8.1517
H -0.6919 2.5989 -3.8736
H 0.3062 1.1449 -4.1079
H 0.5910 2.5935 -5.0787
H -1.8622 0.7706 -5.1603
H -0.6602 0.8888 -6.4329
H -0.6204 4.0534 -6.2784
H -2.0445 4.1949 -7.2887
H 0.3155 2.3356 -7.8519
H -0.1337 3.7898 -8.7460
H -1.1821 2.3543 -8.7801
C 0.8692 6.6710 -3.7408
C 0.9733 6.9048 -5.2384
O -0.2836 6.9106 -5.8976
C -1.2013 7.9196 -5.5002
C -0.6985 9.3290 -5.7611
H 0.2679 5.7832 -3.5294
H 1.8622 6.5392 -3.3055
H 0.3934 7.5153 -3.2368
H 1.5472 6.0873 -5.6821
H 1.5227 7.8261 -5.4565
H -1.4825 7.7890 -4.4501
H -2.1077 7.7564 -6.0876
H 0.1477 9.5770 -5.1161
H -1.4891 10.0570 -5.5690
H -0.3634 9.4337 -6.7956
C -6.8525 -0.0551 6.1829
C -6.0681 1.1834 5.7852
O -4.6729 1.0707 6.0301
C -3.9915 0.0449 5.3266
C -4.0381 0.2148 3.8175
H -6.6176 -0.3477 7.2090
H -7.9253 0.1316 6.1036
H -6.6127 -0.9043 5.5381
H -6.4182 2.0260 6.3853
H -6.2514 1.4483 4.7388
H -4.3684 -0.9394 5.6252
H -2.9492 0.0908 5.6514
H -5.0500 0.0715 3.4305
H -3.3877 -0.5166 3.3319
H -3.7179 1.2200 3.5324
C -8.0414 2.1934 1.3569
C -9.1165 2.8953 2.1692
O -8.6095 3.5794 3.3046
C -7.6912 4.6329 3.0510
C -8.2864 5.7679 2.2355
H -7.4225 1.5620 1.9996
H -8.4942 1.5734 0.5801
H -7.3783 2.9107 0.8673
H -9.8136 2.1456 2.5503
H -9.7021 3.5763 1.5432
H -6.7820 4.2431 2.5809
H -7.3938 5.0221 4.0274
H -8.5031 5.4533 1.2118
H -7.5901 6.6075 2.1861
H -9.2245 6.1104 2.6782
*
```

## Properties
Kohn-Sham gap (Ha): 0.2885
E_tot (hartree): -3144.6526
Lowest unoccupied orbital energy (eV): -2.958

=====

- Which value of lowest unoccupied orbital energy does entry 3 give?
  -2.958 eV

=====

- Which of these has the lowest lowest unoccupied orbital energy?
  C45H94FIN5O11